one:
Density functional theory data (ωB97M-V with the def2-TZVPD basis set) for a molecular structure, C5H12GdO3.

Each line ends with the Löwdin spin population.
Element x y z (Å)
H (3.652, 0.946, -2.655)  0.90
C (1.432, 1.813, 2.417)  -0.01
O (2.509, 0.952, 2.214)  -0.12
C (0.106, 1.141, 2.080)  0.00
O (0.259, 0.498, 0.795)  -0.02
C (-0.921, -0.139, 0.315)  0.00
C (-0.698, -0.555, -1.121)  0.00
O (-1.409, -1.743, -1.316)  0.00
C (-1.467, -2.163, -2.658)  0.00
Gd (2.495, -0.232, 0.862)  7.26
H (1.526, 2.727, 1.798)  0.00
H (1.362, 2.146, 3.469)  -0.01
H (-0.717, 1.865, 2.006)  0.00
H (-0.149, 0.367, 2.822)  0.00
H (-1.753, 0.577, 0.358)  0.00
H (-1.215, -0.955, 0.993)  0.00
H (0.289, -0.713, -1.592)  0.00
H (-0.935, 0.311, -1.760)  0.00
H (-1.821, -3.201, -2.647)  0.00
H (-2.069, -1.445, -3.239)  0.00
H (-0.476, -2.195, -3.141)  0.00

Values from the calculation:
Kohn-Sham gap (alpha / beta): 4.27 / 6.94 eV
E_LUMO (alpha / beta): -12.1 / -9.4 eV
Net charge: +2
⟨S²⟩: 20.178
Spin multiplicity: 9

two:
Density functional theory data (ωB97M-V with the def2-TZVPD basis set) for a molecular structure, C5H12GdO3.

Each line ends with the Löwdin spin population.
Element x y z (Å)
H (0.128, 2.279, 1.942)  0.00
C (6.454, 1.163, 2.080)  0.00
O (5.973, 2.343, 1.518)  -0.11
C (5.507, -0.005, 1.815)  0.00
O (4.190, 0.460, 2.155)  -0.03
C (3.097, -0.341, 1.733)  0.00
C (1.852, 0.500, 1.898)  0.00
O (2.110, 1.780, 1.317)  0.02
C (0.943, 2.579, 1.140)  0.11
Gd (4.168, 2.623, 1.559)  7.15
H (6.584, 1.261, 3.177)  0.00
H (7.440, 0.881, 1.667)  0.00
H (5.749, -0.891, 2.419)  0.00
H (5.511, -0.276, 0.746)  0.00
H (3.024, -1.249, 2.349)  0.00
H (3.238, -0.626, 0.678)  0.00
H (1.596, 0.641, 2.959)  0.00
H (1.007, 0.021, 1.383)  0.00
H (-0.046, 4.211, -0.190)  0.76
H (0.467, 2.276, 0.196)  0.05
H (1.161, 3.606, 1.461)  0.04

Values from the calculation:
Kohn-Sham gap (alpha / beta): 5.93 / 10.69 eV
E_LUMO (alpha / beta): -10.9 / -8.7 eV
Net charge: +2
⟨S²⟩: 20.157
Spin multiplicity: 9

Order from most stable to least stable according to the calculation: two, one

one:
Density functional theory data (ωB97M-V with the def2-TZVPD basis set) for a single C5H5NOS molecule.

Each line ends with the Mulliken charge.
Element x y z (Å)
C (-0.892, -1.940, 0.277)  -0.67
C (-0.742, -0.713, 0.055)  0.26
C (-0.810, 0.581, -0.128)  -0.45
C (0.333, 1.454, -0.245)  -0.16
C (1.618, 1.016, -0.075)  0.47
O (2.512, 1.970, 0.390)  -0.48
N (1.827, -0.274, -0.349)  -0.28
S (2.936, -1.358, -0.057)  -0.16
H (-1.144, -2.429, -0.677)  0.21
H (-1.112, -2.576, 1.211)  0.26
H (-1.819, 0.921, -0.214)  0.38
H (0.208, 2.579, -0.247)  0.30
H (3.432, 1.687, 0.295)  0.32

Values from the calculation:
SMILES string: C=C=C/C=C(/O)N=S
Kohn-Sham gap (alpha / beta): 6.12 / 6.20 eV
E_LUMO (alpha / beta): -1.7 / -1.7 eV

two:
Density functional theory data (ωB97M-V with the def2-TZVPD basis set) for a molecular structure, C5H5NOS.

Each line ends with the Mulliken charge.
Element x y z (Å)
C (1.270, -0.093, -0.008)  -0.05
C (0.203, 0.273, 1.013)  -0.07
C (0.201, 0.351, -1.010)  -0.14
C (-0.908, -0.700, -0.758)  -0.29
C (-0.891, -0.745, 0.709)  -0.34
H (0.456, 0.544, 2.046)  0.45
H (0.633, 2.062, 0.091)  0.31
H (0.417, 0.677, -2.000)  0.50
H (-1.041, -1.547, -1.415)  0.43
H (-1.062, -1.625, 1.322)  0.43
N (-0.129, 1.370, 0.038)  -0.51
O (-2.005, -0.207, -0.010)  -0.42
S (2.857, -0.359, -0.018)  -0.31

Values from the calculation:
Kohn-Sham gap: 8.92 eV
E_LUMO: 0.1 eV

three:
Density functional theory data (ωB97M-V with the def2-TZVPD basis set) for a single C5H5NOS molecule.

Each line ends with the Mulliken charge.
Element x y z (Å)
O (1.935, -1.896, 0.831)  -0.57
C (1.385, -0.593, 0.637)  0.19
C (0.479, -0.135, -0.183)  0.75
C (-0.081, -0.521, -1.511)  -0.54
N (-1.204, 0.139, -1.745)  -0.51
C (-1.397, 1.055, -0.791)  -0.23
C (-0.392, 1.088, 0.246)  -0.32
S (-0.454, 1.906, 1.821)  -0.24
H (1.753, -2.904, 0.317)  0.39
H (1.716, 0.304, 1.321)  0.22
H (0.217, -1.098, -2.401)  0.39
H (-2.434, 1.606, -0.956)  0.32
H (-1.521, 1.049, 2.414)  0.16

Values from the calculation:
SMILES string: O/C=C1\C=NC=C1S
Kohn-Sham gap: 8.05 eV
E_LUMO: -0.5 eV

Order from most stable to least stable according to the calculation: two, three, one

one:
Density functional theory data (ωB97M-V with the def2-TZVPD basis set) for 21 unconnected molecules or ions with the total composition C11H64NO20.

Each line ends with the Mulliken charge.
Element x y z (Å)
C (0.982, 4.063, -0.282)  -0.77
C (-0.358, 3.380, -0.474)  -0.82
C (-0.295, 1.977, 0.357)  -0.01
C (0.390, 0.796, -0.431)  -2.05
N (0.242, -0.538, 0.168)  1.39
C (0.872, -0.715, 1.504)  -0.72
C (1.203, -2.177, 1.681)  0.23
C (1.228, -2.822, 0.328)  -0.75
C (0.831, -1.646, -0.687)  -1.48
C (-1.226, -0.829, 0.383)  -0.63
C (-2.168, -0.794, -0.791)  0.62
C (-3.759, -1.154, -0.541)  -1.09
H (1.107, 4.320, 0.745)  0.18
H (1.128, 4.855, -1.037)  0.32
H (1.805, 3.405, -0.570)  0.16
H (-0.589, 3.105, -1.446)  0.44
H (-1.307, 3.957, -0.070)  0.31
H (-1.355, 1.795, 0.458)  -0.03
H (0.089, 2.120, 1.450)  0.08
H (1.460, 0.859, -0.522)  0.93
H (0.227, 0.740, -1.356)  1.33
H (0.537, -0.128, 2.331)  0.80
H (1.962, -0.420, 1.386)  0.10
H (0.486, -2.707, 2.299)  0.35
H (2.195, -2.498, 2.147)  -0.54
H (0.443, -3.523, 0.411)  0.38
H (2.121, -3.270, 0.076)  0.54
H (0.354, -1.942, -1.454)  0.64
H (1.851, -1.232, -0.889)  0.56
H (-1.801, -0.141, 1.084)  0.27
H (-1.380, -1.864, 0.765)  -0.15
H (-1.894, -1.517, -1.683)  -0.21
H (-2.328, 0.287, -1.167)  0.06
H (-3.929, -1.879, 0.253)  0.32
H (-4.313, -1.145, -1.421)  0.08
H (-4.037, -0.272, -0.030)  0.31
O (4.272, -0.348, 1.058)  -0.65
H (4.427, -1.033, 0.292)  0.31
H (4.405, -0.713, 1.979)  0.27
O (-4.113, 2.666, -1.080)  -0.53
H (-4.023, 3.027, -1.946)  0.27
H (-5.275, 2.613, -1.250)  0.30
O (0.170, 7.366, 2.166)  -0.64
H (1.062, 6.907, 2.153)  0.32
H (-0.236, 7.694, 1.320)  0.32
O (3.092, 5.134, -3.107)  -0.66
H (2.504, 4.345, -3.528)  0.34
H (2.706, 5.901, -2.818)  0.30
O (3.298, -4.608, -1.881)  -0.68
H (3.886, -5.208, -1.317)  0.34
H (3.656, -4.695, -2.795)  0.33
O (-7.086, -0.281, -1.074)  -0.61
H (-7.118, -0.670, -0.158)  0.32
H (-6.837, 0.617, -0.975)  0.28
O (1.117, -2.731, 4.753)  -0.50
H (1.026, -3.688, 5.005)  0.31
H (1.612, -2.431, 5.341)  0.20
O (-5.009, -1.779, -4.040)  -0.61
H (-5.460, -1.228, -3.409)  0.29
H (-5.760, -2.069, -4.666)  0.30
O (4.380, 4.726, -0.240)  -0.61
H (4.797, 5.571, -0.090)  0.27
H (4.207, 4.761, -1.176)  0.31
O (-3.001, -1.699, 3.152)  -0.60
H (-3.986, -1.635, 3.651)  0.33
H (-2.516, -1.280, 3.821)  0.27
O (-4.314, 2.535, 2.042)  -0.61
H (-4.019, 2.053, 1.197)  0.30
H (-5.186, 2.470, 2.099)  0.26
O (-1.037, -1.752, -4.157)  -0.65
H (-1.056, -1.899, -5.102)  0.26
H (-0.748, -2.673, -3.788)  0.28
O (1.487, -0.776, -3.775)  -0.62
H (1.812, -1.104, -4.584)  0.24
H (0.485, -0.840, -3.811)  0.43
O (4.721, -2.729, 3.206)  -0.65
H (3.982, -3.352, 3.450)  0.29
H (5.007, -2.176, 4.048)  0.34
O (-0.106, -6.160, 0.956)  -0.59
H (-0.604, -5.765, 1.606)  0.30
H (0.764, -6.057, 1.183)  0.28
O (3.718, 2.463, 1.499)  -0.49
H (3.908, 2.909, 0.642)  0.28
H (3.952, 1.637, 1.250)  0.32
O (4.477, -2.160, -0.934)  -0.64
H (5.011, -2.843, -0.508)  0.31
H (3.956, -2.829, -1.496)  0.30
O (2.411, 3.852, 3.778)  -0.54
H (2.806, 4.588, 3.457)  0.29
H (2.316, 3.465, 3.025)  0.20
O (-2.261, -4.051, 2.393)  -0.67
H (-2.256, -4.239, 1.465)  0.33
H (-2.626, -3.147, 2.647)  0.34
O (-2.475, 0.696, -4.409)  -0.64
H (-3.097, 0.535, -5.243)  0.33
H (-2.030, -0.298, -4.291)  0.40

Values from the calculation:
Kohn-Sham gap: 10.10 eV
E_LUMO: -2.4 eV
Net charge: +1

two:
Density functional theory data (ωB97M-V with the def2-TZVPD basis set) for 21 unconnected molecules or ions with the total composition C11H64NO20.

Each line ends with the Mulliken charge.
Element x y z (Å)
C (-14.845, -7.342, 59.031)  -0.93
C (-15.209, -7.396, 57.565)  -1.39
C (-15.227, -8.752, 56.967)  0.51
C (-16.446, -9.678, 57.267)  -1.32
N (-16.473, -11.015, 56.449)  1.08
C (-16.791, -10.748, 55.035)  -0.06
C (-17.390, -11.979, 54.465)  -0.79
C (-17.937, -12.690, 55.744)  -0.82
C (-17.594, -11.838, 56.888)  -0.77
C (-15.151, -11.748, 56.641)  -0.96
C (-14.771, -12.032, 58.191)  0.50
C (-13.425, -12.719, 58.212)  -3.66
H (-15.279, -6.479, 59.537)  0.30
H (-13.625, -7.400, 59.052)  -0.01
H (-15.287, -8.202, 59.522)  0.23
H (-14.841, -6.669, 56.976)  0.20
H (-16.044, -6.931, 57.482)  1.04
H (-14.206, -9.202, 57.250)  -0.13
H (-15.143, -8.512, 55.916)  0.32
H (-17.417, -9.103, 56.830)  0.09
H (-16.492, -9.758, 58.234)  1.12
H (-15.907, -10.336, 54.518)  0.26
H (-17.582, -10.008, 54.908)  -0.05
H (-16.763, -12.571, 54.026)  0.47
H (-18.169, -11.786, 53.648)  0.33
H (-17.851, -13.639, 55.611)  0.76
H (-19.064, -12.668, 55.784)  0.11
H (-17.635, -12.390, 57.757)  0.52
H (-18.631, -11.338, 56.854)  0.17
H (-14.313, -11.359, 56.082)  0.28
H (-15.226, -12.638, 55.998)  0.56
H (-15.495, -12.755, 58.661)  0.08
H (-14.529, -11.165, 58.662)  0.24
H (-12.626, -12.149, 57.982)  1.07
H (-13.110, -13.310, 57.451)  0.84
H (-13.240, -13.183, 58.981)  1.07
O (-20.527, -8.497, 55.820)  -0.66
H (-20.257, -8.148, 56.782)  0.33
H (-19.662, -8.598, 55.309)  0.32
O (-14.354, -11.440, 61.678)  -0.64
H (-13.628, -12.097, 61.783)  0.21
H (-13.590, -10.991, 61.347)  0.29
O (-10.472, -12.381, 56.248)  -0.58
H (-11.298, -12.982, 55.999)  0.30
H (-10.038, -12.366, 55.455)  0.28
O (-10.293, -13.363, 60.298)  -0.69
H (-9.652, -13.870, 60.825)  0.33
H (-10.723, -14.142, 59.735)  0.39
O (-13.060, -4.591, 57.775)  -0.67
H (-12.406, -3.919, 57.562)  0.28
H (-12.891, -5.367, 58.274)  0.36
O (-12.964, -10.039, 53.722)  -0.71
H (-13.542, -9.923, 52.800)  0.35
H (-13.088, -10.994, 53.787)  0.27
O (-11.012, -6.411, 58.649)  -0.59
H (-11.011, -7.257, 58.844)  0.26
H (-10.551, -6.310, 57.772)  0.32
O (-11.592, -14.863, 55.848)  -0.59
H (-11.881, -14.924, 56.662)  0.31
H (-11.131, -15.731, 55.876)  0.28
O (-18.339, -7.510, 54.538)  -0.55
H (-18.208, -7.661, 53.604)  0.24
H (-18.148, -6.566, 54.750)  0.30
O (-21.616, -12.186, 56.011)  -0.63
H (-21.702, -13.150, 55.572)  0.33
H (-21.449, -12.176, 56.891)  0.31
O (-16.814, -5.153, 55.160)  -0.67
H (-16.886, -4.187, 54.723)  0.29
H (-15.931, -5.308, 55.409)  0.40
O (-16.432, -9.570, 61.923)  -0.63
H (-15.760, -10.206, 61.663)  0.42
H (-15.960, -8.771, 61.979)  0.29
O (-12.796, -13.734, 61.882)  -0.62
H (-13.087, -14.628, 61.597)  0.27
H (-12.100, -13.383, 61.505)  0.37
O (-14.330, -15.288, 55.089)  -0.66
H (-14.709, -14.572, 54.517)  0.29
H (-13.355, -15.104, 55.104)  0.37
O (-17.705, -4.987, 57.906)  -0.66
H (-17.028, -4.411, 58.116)  0.29
H (-17.678, -5.117, 56.889)  0.39
O (-20.640, -11.514, 59.055)  -0.60
H (-21.062, -10.885, 58.630)  0.28
H (-20.574, -11.195, 60.028)  0.29
O (-12.595, -7.758, 55.131)  -0.54
H (-12.746, -8.624, 54.756)  0.23
H (-11.947, -8.102, 55.467)  0.28
O (-13.875, -5.245, 55.064)  -0.68
H (-13.549, -6.098, 54.978)  0.37
H (-13.510, -5.067, 55.895)  0.33
O (-11.452, -15.256, 58.733)  -0.58
H (-12.020, -15.739, 59.115)  0.19
H (-10.659, -15.566, 58.381)  0.30
O (-15.267, -5.053, 62.178)  -0.63
H (-15.220, -4.229, 62.687)  0.29
H (-16.286, -5.083, 61.969)  0.33

Values from the calculation:
Kohn-Sham gap: 9.67 eV
E_LUMO: -2.9 eV
Net charge: +1

Order from most stable to least stable according to the calculation: one, two